No. 1
4 unconnected molecules or ions with the total composition C25H28F31N4O3. Source: OMol25; level of theory: ωB97M-V with the def2-TZVPD basis set.

Cartesian coordinates (Å):
C: -4.654 -0.151 -7.234
C: -4.305 0.852 -6.720
C: -3.785 2.061 -6.103
C: -2.590 1.733 -5.167
C: -1.463 2.753 -5.351
N: -0.039 2.254 -5.170
C: 0.755 1.838 -6.405
C: 0.013 1.621 -7.721
N: 1.084 1.047 -8.590
N: -0.340 2.873 -8.347
N: -1.148 0.763 -7.592
C: 0.170 1.375 -3.976
F: -0.537 1.905 -2.968
F: 1.484 1.529 -3.686
C: -0.132 -0.159 -4.078
F: -1.284 -0.392 -3.421
F: -0.262 -0.603 -5.332
C: 0.962 -1.028 -3.376
F: 1.127 -0.632 -2.117
F: 2.108 -0.966 -4.052
F: 0.510 -2.290 -3.393
H: -4.896 -0.924 -7.914
H: -3.490 2.715 -6.920
H: -4.582 2.552 -5.559
H: -2.965 1.817 -4.157
H: -2.301 0.721 -5.380
H: -1.550 3.270 -6.292
H: -1.591 3.509 -4.589
H: 0.452 3.096 -4.863
H: 1.514 2.581 -6.590
H: 1.300 0.939 -6.151
H: 1.473 0.227 -8.135
H: 0.594 0.664 -9.390
H: -0.006 2.903 -9.296
H: -1.328 3.067 -8.299
H: -1.844 0.961 -8.292
H: -0.920 -0.218 -7.595
C: 0.179 3.672 0.235
C: 1.294 4.732 0.238
C: 1.924 5.110 1.579
F: 1.018 5.663 2.405
F: 2.900 6.019 1.358
F: 0.868 5.837 -0.410
F: 2.308 4.195 -0.507
O: -1.164 4.116 0.162
C: -1.897 4.406 1.292
C: -2.340 5.872 1.319
F: -1.270 6.687 1.305
F: -3.035 6.091 2.452
F: -1.253 4.053 2.412
F: -3.023 3.662 1.226
H: 0.321 3.140 -0.704
H: 0.319 2.932 1.024
H: 2.365 4.233 2.061
H: -2.970 6.092 0.455
C: 1.572 -1.418 3.872
C: 0.412 -1.496 4.881
C: -0.900 -0.795 4.515
F: -0.725 0.535 4.386
F: -1.794 -1.007 5.503
F: 0.834 -1.095 6.094
F: 0.089 -2.820 4.976
O: 2.598 -0.472 4.120
C: 2.535 0.817 3.668
C: 2.537 1.818 4.826
F: 1.478 1.617 5.627
F: 2.450 3.068 4.313
F: 1.494 1.022 2.833
F: 3.656 1.050 2.951
H: 2.081 -2.376 3.964
H: 1.209 -1.365 2.846
H: -1.305 -1.199 3.583
H: 3.453 1.725 5.412
C: 1.666 -6.511 5.960
C: 0.263 -6.715 5.361
C: -0.911 -6.008 6.040
F: -1.084 -6.437 7.303
F: -2.044 -6.281 5.349
F: 0.005 -8.032 5.237
F: 0.314 -6.189 4.100
O: 2.185 -7.531 6.792
C: 1.969 -7.550 8.147
C: 1.205 -8.805 8.577
F: 0.004 -8.858 7.970
F: 1.008 -8.758 9.911
F: 1.372 -6.428 8.582
F: 3.179 -7.612 8.741
H: 2.331 -6.521 5.098
H: 1.768 -5.526 6.416
H: -0.760 -4.925 6.043
H: 1.776 -9.700 8.322

The HOMO-LUMO gap comes out at 9.894 eV. Its net charge is +1.


No. 2
3 unconnected molecules or ions with the total composition C25H28N2O10. Source: OMol25; level of theory: ωB97M-V with the def2-TZVPD basis set.

Cartesian coordinates (Å):
C: 3.594 -0.248 0.252
C: 3.867 1.271 0.739
O: 2.553 1.847 1.010
C: 2.064 2.479 -0.204
C: 0.477 2.407 -0.285
O: -0.001 1.374 -1.227
C: -1.267 0.989 -0.672
C: -2.500 1.542 -1.044
C: -2.624 2.650 -2.169
C: -3.802 1.015 -0.273
O: -4.729 1.779 0.054
C: -3.827 -0.549 0.100
O: -5.012 -1.336 0.045
C: -2.564 -1.088 0.460
C: -2.361 -2.620 0.841
O: -2.332 -3.370 -0.392
C: -1.010 -3.371 -0.982
C: -1.259 -0.151 0.457
O: -0.302 -0.303 1.229
H: 4.601 -0.728 0.028
H: 2.981 -0.187 -0.702
H: 3.033 -0.767 1.095
H: 4.439 1.882 -0.035
H: 4.506 1.200 1.686
H: 2.340 3.596 -0.208
H: 2.556 1.964 -1.089
H: -0.012 3.393 -0.617
H: 0.082 2.224 0.781
H: -3.094 3.596 -1.748
H: -3.357 2.251 -2.962
H: -1.648 2.862 -2.719
H: -5.496 -1.301 0.897
H: -1.419 -2.771 1.483
H: -3.247 -2.995 1.467
H: -0.427 -4.228 -0.494
H: -1.101 -3.479 -2.111
H: -0.408 -2.421 -0.789
O: 6.550 2.770 1.454
N: 6.327 2.270 2.543
O: 6.096 1.082 2.724
C: 6.328 3.150 3.712
C: 6.549 4.515 3.544
C: 6.526 5.351 4.654
C: 6.289 4.822 5.920
C: 6.079 3.456 6.082
C: 6.097 2.613 4.976
H: 6.735 4.938 2.564
H: 6.691 6.416 4.534
H: 6.266 5.479 6.784
H: 5.897 3.049 7.070
H: 5.929 1.552 5.115
O: -4.883 -5.165 -6.789
N: -5.092 -5.678 -5.700
O: -5.295 -6.869 -5.525
C: -5.105 -4.803 -4.525
C: -4.914 -3.433 -4.687
C: -4.951 -2.604 -3.572
C: -5.172 -3.143 -2.308
C: -5.351 -4.515 -2.153
C: -5.319 -5.351 -3.263
H: -4.741 -3.001 -5.666
H: -4.810 -1.534 -3.688
H: -5.205 -2.490 -1.438
H: -5.520 -4.931 -1.166
H: -5.463 -6.417 -3.130

The HOMO-LUMO gap comes out at 8.269 eV. Its net charge is 0.


No. 3
C25H28N2O4 in the gas phase. Source: OMol25; level of theory: ωB97M-V with the def2-TZVPD basis set.

Cartesian coordinates (Å):
C: 1.696 -0.495 -6.040
C: 1.535 -0.160 -4.591
C: 2.542 -0.464 -3.683
C: 2.458 -0.193 -2.330
C: 3.646 -0.546 -1.491
C: 1.284 0.421 -1.833
C: 0.995 0.742 -0.448
C: 1.881 0.403 0.720
N: 2.042 -1.030 1.002
C: 2.294 -1.274 2.411
C: 1.043 -1.103 3.282
N: -0.013 -1.985 2.819
C: -1.217 -1.917 3.649
C: -1.967 -0.616 3.492
C: -1.613 0.502 4.233
C: -2.158 1.762 3.979
C: -3.062 1.860 2.952
C: -3.456 0.733 2.224
C: -2.927 -0.507 2.478
O: -4.387 1.094 1.295
C: -4.459 2.505 1.356
O: -3.728 2.956 2.481
C: -0.303 -1.773 1.410
C: 0.970 -1.913 0.575
C: -0.151 1.404 -0.153
C: -1.127 1.788 -1.141
O: -2.145 2.405 -0.924
O: -0.865 1.398 -2.413
C: 0.279 0.759 -2.769
C: 0.385 0.471 -4.135
C: -0.717 0.842 -5.080
H: 0.895 -1.155 -6.370
H: 1.650 0.408 -6.647
H: 2.649 -0.986 -6.219
H: 3.439 -0.936 -4.056
H: 4.158 0.358 -1.162
H: 4.350 -1.128 -2.081
H: 3.362 -1.121 -0.614
H: 1.463 0.925 1.590
H: 2.884 0.811 0.556
H: 3.083 -0.601 2.754
H: 2.650 -2.304 2.500
H: 1.286 -1.373 4.313
H: 0.729 -0.045 3.273
H: -0.905 -2.064 4.686
H: -1.854 -2.755 3.354
H: -0.899 0.401 5.036
H: -1.873 2.625 4.557
H: -3.240 -1.366 1.908
H: -4.022 2.929 0.438
H: -5.509 2.814 1.456
H: -1.022 -2.533 1.096
H: -0.746 -0.782 1.221
H: 0.742 -1.734 -0.477
H: 1.352 -2.934 0.675
H: -0.401 1.680 0.861
H: -0.344 1.519 -5.847
H: -1.102 -0.047 -5.579
H: -1.530 1.327 -4.551

The HOMO-LUMO gap comes out at 7.938 eV. The value obtained for the energy above the lowest of the compared OMol25 structures with the same formula, charge and spin is 181.2 kJ/mol. Its net charge is 0.